Entry 1:
Density functional theory data (wB97M-V/def2-TZVPD) for a structure of composition C32H52Br2IN2O25PSi2.

Summary:
max |F|	0.8	eV/A
LUMO energy	0.04	eV
2S+1	1
energy	-261431.1894	eV
Kohn-Sham gap	9.092	eV

Last column: Löwdin charge in e.
Geometry (Å):
C 3.503 -5.111 -0.466  -0.1667
C 3.584 -4.015 0.585  -0.7832
Br 2.405 -4.538 2.050  0.6771
C 3.414 -2.559 0.057  -0.7015
Br 2.082 -1.478 0.972  0.7498
Si 3.187 -2.232 -1.807  0.4508
C 2.900 -0.432 -2.110  -0.2902
C 4.112 0.402 -1.617  -0.3342
C 3.669 1.549 -0.717  -0.6679
I 2.547 3.011 -1.773  0.8260
C 4.829 -2.687 -2.648  -0.1973
O 5.957 -2.361 -1.807  -0.1485
N 6.549 -3.519 -1.311  -0.0518
O 7.411 -3.264 -0.569  0.0692
O 2.021 -3.159 -2.565  -0.2863
Si 0.423 -3.239 -2.284  0.4416
N 0.077 -3.949 -0.740  0.0701
C -0.989 -4.499 -0.566  -0.4128
O -1.994 -5.044 -0.391  0.1879
P -0.687 -1.253 -2.364  0.3694
O -0.837 -0.614 -1.049  -0.3208
O -2.106 -1.627 -3.054  -0.1860
O -0.014 -0.362 -3.503  -0.1641
H 4.267 -4.976 -1.231  0.0565
H 3.701 -6.071 0.010  0.0738
H 2.512 -5.180 -0.908  0.0551
H 4.564 -4.058 1.055  0.0727
H 4.348 -2.052 0.306  0.0490
H 2.006 -0.075 -1.596  0.0253
H 2.763 -0.304 -3.186  0.0863
H 4.658 0.810 -2.468  0.1016
H 4.784 -0.198 -0.996  0.0896
H 3.052 1.167 0.091  0.0113
H 4.527 2.024 -0.254  0.0251
H 4.884 -3.742 -2.924  0.0811
H 4.952 -2.123 -3.576  0.1010
H -0.186 -4.100 -3.319  0.0139
H -2.448 -2.473 -2.747  0.0660
H -0.300 0.561 -3.452  0.0921
C 4.319 -1.339 4.518  -0.0179
C 5.212 -0.262 3.964  -0.3154
C 5.402 0.955 4.848  -0.0798
O 5.607 2.005 3.887  0.0715
C 4.971 1.648 2.754  -0.5520
O 4.734 2.369 1.836  0.1403
O 4.619 0.344 2.795  0.0588
H 4.252 -2.184 3.833  0.0749
H 4.705 -1.699 5.472  0.0983
H 3.310 -0.961 4.673  0.0765
H 6.182 -0.668 3.662  0.1571
H 6.259 0.892 5.512  0.1375
H 4.502 1.182 5.422  0.1419
C -1.287 -0.481 3.545  -0.0086
C -0.556 -1.731 3.956  -0.3216
C -1.285 -2.612 4.948  -0.0855
O -0.194 -3.230 5.661  0.0682
C 0.860 -2.394 5.604  -0.5764
O 1.847 -2.496 6.264  0.1442
O 0.644 -1.415 4.699  0.0644
H -0.713 0.083 2.811  0.0831
H -2.251 -0.742 3.111  0.0917
H -1.451 0.160 4.412  0.0943
H -0.252 -2.305 3.075  0.1311
H -1.913 -3.371 4.493  0.1362
H -1.873 -2.027 5.655  0.1172
C 4.673 6.310 -4.085  -0.0217
C 5.550 5.154 -3.686  -0.3437
C 7.018 5.290 -4.046  -0.0916
O 7.413 3.926 -4.237  0.0625
C 6.313 3.225 -4.607  -0.5710
O 6.329 2.115 -5.031  0.1569
O 5.201 3.966 -4.421  0.0507
H 3.645 6.139 -3.768  0.0795
H 5.031 7.229 -3.620  0.0922
H 4.677 6.432 -5.169  0.0923
H 5.430 4.926 -2.624  0.1412
H 7.627 5.744 -3.270  0.1376
H 7.155 5.829 -4.987  0.1378
C -3.900 0.621 -4.365  -0.0220
C -4.913 0.467 -5.468  -0.3115
C -4.424 0.834 -6.857  -0.0845
O -5.623 1.287 -7.500  0.0701
C -6.453 1.755 -6.544  -0.5672
O -7.438 2.392 -6.738  0.1638
O -6.006 1.400 -5.317  0.0492
H -4.311 0.316 -3.404  0.0926
H -3.029 0.004 -4.576  0.0685
H -3.594 1.665 -4.278  0.0988
H -5.343 -0.538 -5.464  0.1599
H -4.000 0.003 -7.413  0.1390
H -3.711 1.662 -6.827  0.1405
C -9.424 4.148 -3.179  -0.0201
C -7.953 4.253 -2.876  -0.3219
C -7.239 2.935 -2.658  -0.0863
O -6.192 3.302 -1.749  0.0598
C -6.613 4.381 -1.045  -0.5695
O -6.079 4.806 -0.073  0.1629
O -7.727 4.902 -1.607  0.0813
H -9.857 5.132 -3.350  0.0862
H -9.572 3.543 -4.073  0.0915
H -9.949 3.689 -2.341  0.0913
H -7.441 4.844 -3.641  0.1596
H -6.821 2.510 -3.564  0.1107
H -7.886 2.204 -2.166  0.1424
C -4.462 -2.006 9.416  -0.0208
C -5.046 -1.585 8.094  -0.3205
C -6.190 -2.440 7.580  -0.0865
O -6.046 -2.323 6.159  0.0721
C -4.746 -2.070 5.895  -0.5579
O -4.245 -2.122 4.818  0.1574
O -4.086 -1.750 7.030  0.0744
H -3.667 -1.329 9.723  0.0886
H -5.236 -2.001 10.184  0.0924
H -4.041 -3.009 9.341  0.0939
H -5.333 -0.531 8.111  0.1591
H -7.174 -2.095 7.881  0.1388
H -6.064 -3.490 7.856  0.1399

Entry 2:
Density functional theory data (wB97M-V/def2-TZVPD) for a structure of composition C32H53N7O3P2SSi2Sr.

Summary:
max |F|	0.6	eV/A
energy above the lowest of the compared OMol25 structures with the same formula, charge and spin	0.0613	eV
LUMO energy	0.35	eV
2S+1	1
energy	-96627.4216	eV
Kohn-Sham gap	6.204	eV

Last column: Löwdin charge in e.
Geometry (Å):
Sr -0.649 -1.577 1.115  1.1403
C 2.641 -1.566 -1.177  -0.0762
N 3.415 -1.366 0.058  -0.2970
C 4.409 -0.302 0.021  -0.0983
P 3.129 -2.303 1.361  0.4515
O 1.830 -3.004 1.328  -0.3516
O 3.273 -1.273 2.613  -0.2579
P 2.143 -0.367 3.365  0.4684
O 0.879 -1.116 3.512  -0.3217
N 2.860 0.035 4.773  -0.3063
C 2.358 -0.512 6.028  -0.0796
C 4.237 0.500 4.793  -0.1025
N 2.083 1.006 2.449  -0.2580
C 1.855 2.321 3.051  -0.0756
C 1.348 0.835 1.197  -0.1480
N 4.376 -3.345 1.623  -0.2962
C 4.242 -4.230 2.775  -0.0954
C 5.748 -2.989 1.304  -0.1005
H 2.744 -0.669 -1.784  0.0805
H 1.578 -1.656 -0.943  0.0185
H 2.957 -2.440 -1.745  0.0946
H 5.175 -0.508 -0.731  0.0877
H 4.891 -0.194 0.990  0.0762
H 3.928 0.647 -0.228  0.0821
H 1.312 -0.784 5.915  0.0751
H 2.444 0.245 6.809  0.0878
H 2.927 -1.396 6.333  0.0878
H 4.500 0.945 3.834  0.0780
H 4.933 -0.320 4.997  0.0865
H 4.358 1.260 5.568  0.0883
H 2.366 2.393 4.007  0.0748
H 0.790 2.514 3.204  0.0707
H 2.257 3.082 2.380  0.0917
H 1.499 -0.182 0.836  0.0181
H 1.734 1.486 0.410  0.0939
H 0.277 1.015 1.339  0.0136
H 3.195 -4.482 2.923  0.0818
H 4.632 -3.768 3.690  0.0858
H 4.796 -5.151 2.585  0.0867
H 5.799 -2.504 0.332  0.0682
H 6.342 -3.902 1.252  0.0873
H 6.201 -2.332 2.058  0.0887
C -2.409 -5.965 -1.998  -0.0349
N -2.358 -4.577 -2.412  -0.1244
C -3.216 -3.959 -3.305  -0.0377
C -2.829 -2.671 -3.396  -0.0141
N -1.748 -2.510 -2.552  0.0006
C -1.457 -3.683 -1.948  -0.7330
S -0.183 -3.958 -0.862  0.5898
C -1.067 -1.238 -2.365  -0.3941
C -0.341 -0.775 -3.421  -0.0613
C 0.469 0.395 -3.165  -0.1383
C 0.211 1.146 -2.083  -0.1272
C -1.034 0.819 -1.290  -0.4318
N -1.238 -0.646 -1.175  -0.1119
H -2.922 -6.540 -2.765  0.0900
H -2.936 -6.066 -1.050  0.0954
H -1.395 -6.336 -1.874  0.0676
H -4.008 -4.493 -3.796  0.1184
H -3.202 -1.846 -3.978  0.1103
H -0.279 -1.332 -4.344  0.1038
H 1.307 0.619 -3.816  0.1022
H 0.830 1.998 -1.824  0.0909
H -0.967 1.218 -0.271  0.0420
C -4.036 0.512 3.122  -0.3037
Si -2.159 0.700 2.776  0.4097
C -1.497 0.965 4.561  -0.2886
C -2.133 2.488 2.057  -0.2854
H -4.428 1.342 3.721  0.0139
H -4.263 -0.416 3.655  0.0012
H -4.596 0.489 2.182  0.0012
H -2.058 1.752 5.077  0.0171
H -0.437 1.241 4.582  -0.0219
H -1.587 0.044 5.144  0.0088
H -2.570 3.208 2.758  0.0242
H -2.745 2.507 1.150  -0.0064
H -1.144 2.872 1.783  -0.0141
C -4.057 0.465 -6.238  -0.0949
C -2.853 1.145 -6.091  -0.0829
C -2.418 1.522 -4.831  -0.1041
C -3.164 1.216 -3.687  -0.2871
C -4.379 0.552 -3.858  -0.1266
C -4.825 0.177 -5.121  -0.1060
Si -2.570 1.719 -1.978  0.7731
C -2.186 3.558 -2.052  -0.2580
C -2.856 4.400 -2.942  -0.0969
C -2.589 5.761 -2.985  -0.0886
C -1.638 6.309 -2.137  -0.0951
C -0.958 5.491 -1.245  -0.0855
C -1.234 4.132 -1.206  -0.1040
H -4.400 0.174 -7.223  0.0985
H -2.256 1.383 -6.964  0.1008
H -1.480 2.056 -4.730  0.1068
H -4.987 0.325 -2.989  0.0955
H -5.774 -0.334 -5.231  0.1001
H -3.700 1.426 -1.054  0.0207
H -3.594 3.983 -3.619  0.0994
H -3.123 6.395 -3.682  0.1000
H -1.428 7.371 -2.170  0.0988
H -0.220 5.915 -0.575  0.0997
H -0.705 3.513 -0.490  0.0789